11
Properties=species:S:1:pos:R:3:mulliken_charge:R:1 method="wB97M-V/def2-TZVPD" max_force_ev_per_a=3.99 molar_mass_da=136.20 relative_energy_ev=5.152
S -1.87 1.11 -0.52 0.398
S 1.38 -0.62 -0.35 -0.031
O -3.27 -1.58 -0.40 -0.476
O -0.79 2.06 -0.45 -0.435
C 2.16 0.66 0.62 -0.701
C -1.32 -0.40 -0.33 -0.126
C -2.05 -1.59 -0.46 0.293
H 2.14 1.53 -0.12 0.253
H -1.37 -2.46 -0.37 0.250
H 1.72 0.91 1.52 0.288
H 3.27 0.38 0.86 0.289

19
Properties=species:S:1:pos:R:3:mulliken_charge:R:1 method="wB97M-V/def2-TZVPD" max_force_ev_per_a=5.32 molar_mass_da=113.16 relative_energy_ev=2.788
O -2.20 -1.52 0.25 -0.586
N 0.43 0.21 -0.76 -0.064
C 1.57 1.06 -0.46 -1.019
C 0.19 -0.93 -0.12 0.144
C -1.17 -0.79 -0.06 0.377
C -1.06 0.61 -0.61 0.088
C 1.12 -2.00 0.40 -1.185
C -1.26 1.76 0.36 -1.326
H -1.55 0.78 -1.57 0.307
H 1.83 -1.56 1.11 0.292
H 1.51 1.97 -1.06 0.311
H -0.74 1.59 1.31 0.372
H -2.33 1.88 0.58 0.350
H 1.62 1.33 0.60 0.337
H -0.91 2.70 -0.07 0.337
H -1.90 -2.43 0.38 0.300
H 0.59 -2.83 0.87 0.326
H 1.75 -2.37 -0.42 0.306
H 2.50 0.54 -0.72 0.331